Entry 1:
Computed, not measured: C54H39BN11W as an isolated structure in a non-equilibrium geometry, with wB97M-V/def2-TZVPD.

Properties
**Largest force on an atom**: 4.07 eV/Å
**HOMO (alpha / beta)**: -9.13 / -9.16 eV
**<S²>**: 2.0459
**Net charge**: +1
**Kohn-Sham gap (alpha / beta)**: 5.877 / 5.773 eV
**2S+1**: 3

Geometry as XYZ:
```
106
Properties=species:S:1:pos:R:3:forces:R:3
W -0.03017 -0.61351 -0.03039 0.826 1.333 0.523
C 4.45849 -6.11415 -3.36756 0.696 -2.260 0.397
C 3.59127 -6.34247 -2.28192 -0.194 1.362 -0.067
C 2.80115 -5.28859 -1.80148 0.389 -0.209 0.081
C 2.87090 -3.99613 -2.37706 0.483 -1.759 0.010
C 3.64848 -3.85476 -3.50110 1.472 -0.749 -0.312
C 4.50027 -4.90355 -3.97248 -0.828 2.046 -1.223
C 2.18806 -2.88863 -1.72878 -3.254 1.629 -1.822
C 2.47011 -2.53700 -0.42136 1.545 -1.719 -1.343
C 3.68889 -2.99589 0.22686 0.779 0.705 -0.343
C 3.70112 -2.40180 1.42556 -1.272 -0.731 -1.026
C 2.41246 -1.82201 1.58609 -0.684 0.287 0.023
C 1.89572 -1.69226 2.80812 -0.488 0.742 0.590
C 2.87728 -1.65689 3.90720 -0.101 0.065 2.641
C 2.85422 -2.55117 5.02646 0.356 0.214 -1.187
C 3.75201 -2.46784 6.09251 0.037 0.404 -0.643
C 4.66688 -1.40519 6.11739 -0.036 -0.131 0.063
C 4.61078 -0.46056 5.10552 -0.479 0.214 -0.316
C 3.71181 -0.55242 4.02071 0.840 -0.270 0.907
C 0.54297 -1.30829 3.10727 1.005 -0.977 -1.668
N -0.29880 -0.78678 2.15979 0.099 -0.349 -0.774
C -1.32976 -0.31958 2.84972 -0.340 0.051 0.573
C -2.61982 0.69783 0.85127 1.201 -0.626 0.805
C -3.73776 1.59634 0.42160 0.487 -0.881 0.976
C -4.22607 1.32778 -0.82598 -0.113 -0.280 -0.278
C -5.22931 2.11518 -1.32614 0.177 -0.807 -1.073
C -5.72656 3.14528 -0.60162 -1.166 0.829 0.148
C -5.25813 3.37256 0.66309 0.187 0.839 0.645
C -4.25702 2.59693 1.18887 -0.564 0.355 -0.813
C -1.35428 1.09008 0.13074 -0.545 1.044 -0.626
C -0.47405 3.40474 -0.59177 0.332 1.179 -1.956
C -0.37699 2.76295 -1.93672 -0.123 -1.014 -1.070
C -0.67793 1.46594 -2.14454 -0.542 1.324 0.191
N -1.23542 0.67476 -1.15840 -0.103 -0.725 0.894
C -0.60769 0.68004 -3.38001 -0.665 1.407 0.740
C -0.18949 -0.54497 -3.18655 1.435 -2.812 -0.049
C -0.05220 -1.55414 -4.22542 -0.489 0.123 -0.536
C 0.69927 -2.56159 -3.76842 0.675 -0.825 0.021
C 1.13000 -2.21368 -2.41103 1.244 -1.027 0.324
N 0.44606 -1.09414 -1.99801 -0.336 0.595 0.508
C -0.94874 1.25516 -4.69305 2.154 0.278 0.479
C 0.16504 1.45980 -5.52758 -1.319 -0.080 0.064
C -0.04569 2.12531 -6.71614 2.064 -0.235 -0.585
C -1.24999 2.62325 -7.10891 -1.128 0.022 0.671
C -2.30119 2.50840 -6.21731 -0.426 -0.324 -0.026
C -2.14483 1.82900 -5.00913 -1.338 0.529 -0.325
C -1.21131 -0.56548 4.21916 -1.115 0.057 -0.255
C -0.03158 -1.26353 4.32948 0.687 -0.406 2.555
N 1.68589 -1.85113 0.37022 -0.438 1.164 1.544
H 5.13432 -6.95107 -3.71781 -0.926 1.074 0.433
H 3.58510 -7.29233 -1.78581 -0.121 -0.341 0.086
H 2.15066 -5.41154 -0.92784 0.283 -0.159 -0.323
H 3.73083 -2.89042 -3.95104 -0.004 0.537 -0.359
H 5.10991 -4.71291 -4.89132 -0.476 -0.242 1.093
H 4.50942 -3.55897 -0.20234 -0.439 -0.059 -0.178
H 4.29340 -2.56248 2.25704 1.553 -0.137 1.087
H 2.14573 -3.35842 4.94500 -0.079 -0.317 0.275
H 3.76352 -3.21910 6.87403 -0.139 0.068 -0.082
H 5.41391 -1.29264 6.92016 -0.561 -0.148 -0.427
H 5.22935 0.42127 5.18121 0.194 0.025 -0.097
H 3.69752 0.26073 3.31127 -0.080 -0.070 -0.262
H -3.86488 0.46321 -1.34755 0.154 -0.135 -0.366
H -5.62759 1.88139 -2.29077 -0.243 -0.024 -0.454
H -6.56236 3.71258 -0.97886 0.010 0.236 -0.112
H -5.61343 4.19110 1.26270 -0.406 0.170 0.075
H -3.95165 2.75691 2.17599 0.455 0.300 1.159
H 0.57997 3.57771 -0.32680 0.009 0.209 0.697
H 0.03079 3.33310 -2.76855 -0.131 0.111 0.247
H -0.55914 -1.37728 -5.17642 0.392 -0.485 0.210
H 1.04283 -3.52637 -4.19640 -0.530 1.064 -0.023
H 1.12550 1.09631 -5.19788 0.164 0.002 -0.232
H 0.80241 2.26680 -7.36594 0.215 -0.002 -0.193
H -1.40879 3.09154 -8.05909 0.151 0.220 -0.301
H -3.26746 2.89924 -6.50029 -0.122 0.076 0.149
H -2.99400 1.76717 -4.32978 0.191 -0.079 -0.057
H -1.91497 -0.31393 4.99805 0.100 -0.014 -0.100
H 0.43099 -1.70063 5.22920 -0.473 0.557 -0.536
C 2.49060 2.49542 2.06615 0.693 2.059 1.703
C 2.25353 1.56283 1.11600 0.071 -1.637 -1.750
N 0.99426 1.10489 1.16963 0.652 -0.077 0.306
N 0.43193 1.73630 2.26413 -0.894 -0.674 -0.590
C 1.28233 2.62736 2.74967 1.358 -0.217 0.604
B -1.08754 1.94905 2.60966 -0.417 0.988 -0.066
N -2.14721 0.79664 2.33943 -0.526 0.475 0.939
C -3.38120 0.71653 3.15783 -0.413 -0.227 -1.046
C -4.26833 -0.21729 2.69175 0.973 -0.547 -0.136
C -3.95430 -1.06642 1.60253 -0.389 0.004 0.453
N -2.94725 -0.69010 0.73291 -0.562 -0.008 -0.356
N -1.37446 3.04152 1.55752 -0.101 1.544 -0.886
C -1.57925 4.32389 1.71263 -0.038 -0.714 -0.722
C -1.73214 5.17096 0.54475 0.879 -1.596 -0.730
C -1.25051 4.73644 -0.64699 0.155 0.007 1.463
N -1.17897 2.58052 0.30357 -0.636 -2.249 0.606
H 3.42360 3.03239 2.29765 -0.700 -0.416 -0.311
H 2.96549 1.13620 0.39319 -0.573 0.261 0.341
H 1.01930 3.23316 3.61359 0.083 -0.159 -0.322
H -1.28254 2.50627 3.64751 0.296 -0.481 0.333
H -3.53008 1.34719 4.00977 0.235 0.222 0.157
H -5.12329 -0.41887 3.29059 -0.641 -0.186 0.224
H -4.41187 -2.04992 1.47572 0.117 0.478 -0.025
H -1.69409 4.68945 2.71511 -0.054 -0.035 0.287
H -2.25194 6.07204 0.66440 -0.553 1.204 0.098
H -1.32951 5.34114 -1.55270 -0.035 -0.422 0.158
N -2.09921 -2.77381 -0.11116 0.953 0.293 -0.222
C -1.96854 -1.56526 0.19626 1.158 0.790 -0.141
H -3.03506 -3.09267 -0.05008 -1.322 -0.715 0.166
```
Positions in Å, forces in eV/Å.

Löwdin population analysis, charges in e, atoms 1 to 5: 1.76, -0.11, -0.06, -0.02, -0.24

***

Entry 2:
Computed, not measured: C54H41AsCl3F11GeNSSb2Tc as an isolated structure in a non-equilibrium geometry, with wB97M-V/def2-TZVPD.

Properties
**Largest force on an atom**: 2.70 eV/Å
**HOMO (alpha / beta)**: -15.29 / -15.29 eV
**<S²>**: 0.7847
**Net charge**: +3
**Kohn-Sham gap (alpha / beta)**: 6.239 / 4.947 eV
**2S+1**: 2

Geometry as XYZ:
```
116
Properties=species:S:1:pos:R:3:forces:R:3
Tc -0.27868 -1.38948 0.24685 1.631 0.913 -0.981
C -2.55438 2.00606 -0.10903 -0.132 -0.232 0.327
C -3.50173 2.10912 1.07567 0.110 -0.023 0.022
C -3.09065 1.34337 2.32538 0.013 0.077 -0.077
Sb -1.15878 1.79799 3.09188 -0.153 -0.122 -0.152
C -1.31532 1.59569 5.15077 0.178 0.090 -0.215
C -0.64492 2.52477 5.94917 -0.048 -0.149 0.124
C -0.93447 2.54972 7.30484 0.007 0.020 0.006
C -1.86895 1.66586 7.83327 -0.008 -0.054 -0.032
C -2.51445 0.73840 7.01955 -0.027 0.007 0.057
C -2.24752 0.69243 5.66009 0.077 0.218 0.291
C -0.43158 3.65898 2.46164 -0.052 -0.052 0.218
C 0.28330 3.81106 1.27327 -0.059 0.259 0.198
C 0.75883 5.06971 0.93817 0.023 -0.002 -0.065
C 0.54155 6.15213 1.78494 0.008 -0.024 0.009
C -0.16984 5.99021 2.96594 -0.019 0.019 0.013
C -0.67003 4.74203 3.31206 -0.034 -0.042 -0.123
Sb -2.11518 0.12973 -1.05563 0.230 0.250 -0.409
C -3.78808 -1.05314 -1.46915 0.027 -0.065 0.124
C -4.81773 -1.23828 -0.54810 -0.010 -0.002 -0.131
C -5.90000 -2.03126 -0.90124 -0.054 -0.034 -0.010
C -5.95318 -2.62093 -2.16055 -0.010 0.058 0.023
C -4.91974 -2.43371 -3.07098 0.019 0.014 -0.003
C -3.81837 -1.65960 -2.72555 -0.135 -0.079 0.113
C -1.67055 1.03186 -2.89065 0.206 -0.165 -0.086
C -2.73431 1.29386 -3.75457 0.021 -0.037 0.041
C -2.50587 2.03926 -4.90227 -0.021 0.022 -0.014
C -1.23166 2.51953 -5.17752 0.027 0.027 -0.039
C -0.17970 2.26381 -4.30689 -0.043 -0.009 0.034
C -0.39355 1.51685 -3.15579 -0.251 0.035 -0.100
H -1.57265 2.42369 0.12292 0.021 0.051 -0.048
H -2.93978 2.56453 -0.96170 0.008 0.020 -0.046
H -4.49806 1.76849 0.79005 -0.060 0.010 0.004
H -3.60138 3.16922 1.31335 -0.039 0.084 -0.001
H -3.13238 0.26682 2.20261 -0.022 0.011 0.007
H -3.72173 1.60605 3.17762 -0.043 -0.015 -0.015
H 0.08594 3.21007 5.53761 -0.035 -0.055 0.038
H -0.42997 3.26080 7.94673 -0.033 -0.028 -0.013
H -2.09574 1.69806 8.89197 0.019 -0.016 -0.048
H -3.23434 0.04883 7.44267 0.042 0.038 0.005
H -2.74450 -0.03379 5.03823 -0.081 -0.006 -0.042
H 0.48492 2.98208 0.61162 0.077 -0.098 -0.017
H 1.30779 5.19801 0.01182 -0.025 0.027 0.085
H 0.93160 7.12844 1.52606 -0.016 -0.042 -0.013
H -0.33293 6.83222 3.62691 -0.018 -0.017 -0.057
H -1.24622 4.63039 4.22564 0.087 0.020 -0.072
H -4.79557 -0.77077 0.42843 0.032 -0.045 0.002
H -6.70602 -2.18358 -0.19281 0.034 0.019 -0.069
H -6.81119 -3.22285 -2.43615 0.055 0.031 0.017
H -4.97505 -2.87978 -4.05679 0.018 -0.019 0.063
H -3.00763 -1.52285 -3.43341 -0.039 0.012 -0.022
H -3.73310 0.92352 -3.54401 0.074 0.057 -0.039
H -3.32642 2.25206 -5.57659 0.048 -0.024 0.020
H -1.06008 3.10495 -6.07366 -0.011 -0.042 0.068
H 0.80521 2.65578 -4.51614 0.077 0.013 -0.008
H 0.42317 1.33333 -2.47131 0.148 0.010 0.048
F -2.42892 -1.49786 1.33387 -0.034 -0.034 -0.205
As -2.17097 -2.53485 2.81006 -0.224 -0.525 0.005
F -3.69790 -2.09521 3.37364 -0.466 -0.058 0.035
F -1.66001 -3.42194 4.13841 -0.050 -0.352 0.073
F -2.69651 -3.84976 1.89677 -0.134 -0.332 -0.185
F -0.54141 -2.70453 2.03747 0.710 -0.272 -0.411
F -1.51740 -1.12125 3.49198 0.624 1.277 0.592
Cl -3.65866 -5.32349 -1.04831 -0.320 -0.016 0.172
C -2.08355 -5.14356 -1.76945 0.185 0.407 0.117
Cl -2.17773 -4.92487 -3.50427 -0.101 0.057 -0.242
Cl -1.01275 -6.45258 -1.34857 0.272 -0.323 0.118
C -1.47536 -3.91178 -1.19956 -0.432 -0.773 -0.498
N -1.00721 -2.96785 -0.76981 -0.066 0.042 -0.010
F 4.64292 -1.38927 5.44925 0.146 -0.057 0.114
C 3.70401 -0.99831 4.62863 0.095 -0.004 0.080
C 3.08950 0.22894 4.81166 0.085 0.058 0.184
F 3.44994 1.01723 5.80310 0.003 0.039 0.075
C 2.10493 0.62615 3.93903 -0.036 0.001 -0.118
F 1.53918 1.82307 4.10534 -0.066 0.348 -0.035
C 1.69093 -0.16750 2.88430 -0.055 -0.138 -0.115
S 0.47655 0.42633 1.73745 0.056 0.614 0.084
C 2.34168 -1.37593 2.70980 -0.222 -0.109 -0.232
F 2.02859 -2.16373 1.66973 -0.157 0.027 0.096
C 3.33438 -1.79841 3.56278 0.133 -0.175 -0.023
F 3.93337 -2.95176 3.35115 0.030 -0.084 0.015
C 1.02556 -1.08544 -0.84093 -2.143 -0.333 1.609
Ge 2.47675 -0.95657 -2.22404 0.804 -0.043 -0.533
C 3.10399 0.85512 -2.35319 -0.285 0.269 0.011
C 3.43906 1.51428 -1.16465 -0.074 0.130 -0.211
C 4.00728 2.77999 -1.20895 0.022 -0.025 0.030
C 4.26900 3.38132 -2.43662 -0.010 -0.065 -0.025
C 3.94603 2.72803 -3.61955 -0.011 -0.065 -0.029
C 3.36098 1.46432 -3.58312 -0.027 0.156 0.177
C 1.58538 -1.84314 -3.68771 -0.240 -0.119 0.095
C 1.37892 -3.21844 -3.51609 0.028 -0.038 -0.269
C 0.89186 -3.98790 -4.56741 0.064 0.091 0.106
C 0.58237 -3.38319 -5.78064 -0.017 -0.003 0.021
C 0.75317 -2.01372 -5.94374 -0.055 0.085 0.031
C 1.24771 -1.23923 -4.89850 -0.104 -0.157 -0.008
C 3.95495 -1.98056 -1.55280 -0.284 -0.482 0.503
C 3.78518 -3.03870 -0.64974 0.211 -0.024 -0.289
C 4.86962 -3.83377 -0.29687 -0.127 0.097 0.063
C 6.12399 -3.56065 -0.82649 0.022 0.129 -0.054
C 6.29195 -2.51912 -1.73310 -0.017 0.049 0.064
C 5.21330 -1.71694 -2.08855 0.081 -0.145 0.052
H 3.27486 1.03263 -0.20332 0.037 0.008 -0.026
H 4.27379 3.28849 -0.28880 0.008 -0.035 -0.063
H 4.75245 4.34954 -2.47198 -0.064 -0.004 0.004
H 4.16120 3.19458 -4.57514 0.008 -0.042 0.095
H 3.12584 0.95836 -4.51326 0.061 0.037 0.055
H 1.64319 -3.70353 -2.57816 0.077 0.015 -0.101
H 0.78035 -5.06021 -4.44907 -0.008 0.088 -0.006
H 0.20669 -3.98250 -6.60252 0.070 0.043 0.036
H 0.50829 -1.54648 -6.89162 0.030 -0.044 0.083
H 1.35998 -0.17139 -5.03718 0.029 -0.035 -0.018
H 2.80697 -3.25736 -0.22894 0.115 -0.035 -0.103
H 4.73592 -4.66511 0.38569 0.028 0.082 0.011
H 6.97936 -4.14695 -0.51721 -0.032 -0.071 -0.102
H 7.26645 -2.32679 -2.16373 -0.012 0.011 0.059
H 5.36164 -0.89602 -2.78368 0.002 -0.053 0.029
```
Positions in Å, forces in eV/Å.

Löwdin population analysis, charges in e, atoms 1 to 5: 1.00, -0.31, -0.31, -0.30, 1.67